The molecule C4H8N2O2, computed with ωB97M-V with the def2-TZVPD basis set.

Computed properties:
- highest occupied orbital energy (Ha) = -0.356
- net charge = 0
- SMILES = [H]/N=C(/N=C(/C)O)OC
- LUMO energy (eV) = 0.717
- energy relative to the best compared isomer or geometry (same formula, charge and spin) (kcal per mole) = 48.8

Structure (XYZ):
```
16
Properties=species:S:1:pos:R:3:forces:R:3:mulliken_charge:R:1
C 1.827 0.991 -1.463 0.3 -0.1 -0.1 -0.765
C -2.435 -0.363 1.629 -0.2 -0.2 -0.2 -0.947
C 0.869 -0.790 0.059 0.2 1.3 -1.5 0.589
C -1.346 -0.237 0.614 0.9 0.3 0.1 0.709
O 0.705 0.195 -1.125 0.1 -0.8 1.2 -0.470
O -1.586 0.572 -0.388 1.1 0.4 -0.9 -0.591
N -0.222 -0.847 0.834 -0.9 -0.4 0.4 -0.482
N 1.927 -1.419 0.244 0.3 0.0 0.2 -0.612
H -0.635 0.685 -0.926 -1.7 -0.6 1.1 0.526
H 2.694 -1.215 -0.385 -0.2 0.0 -0.2 0.270
H 2.252 1.477 -0.581 -0.1 0.0 0.0 0.348
H 2.595 0.370 -1.933 0.0 0.1 -0.1 0.285
H 1.491 1.748 -2.178 0.1 -0.2 0.1 0.287
H -3.314 -0.803 1.152 0.0 0.1 0.1 0.275
H -2.713 0.627 1.992 0.0 0.0 -0.1 0.277
H -2.109 -0.992 2.455 0.0 0.1 -0.1 0.301
```
Positions in Å, forces in eV/Å.



A cluster of 2 separate species, C2H7N4OS in total, computed with ωB97M-V with the def2-TZVPD basis set.

Computed properties:
- highest occupied orbital energy (Ha) = -0.432
- net charge = +1
- LUMO energy (eV) = -5.078
- energy relative to the best compared isomer or geometry (same formula, charge and spin) (kcal per mole) = 35.9

Structure (XYZ):
```
15
Properties=species:S:1:pos:R:3:forces:R:3:mulliken_charge:R:1
C 0.755 -0.548 -0.819 -2.4 3.2 2.5 0.573
C -2.350 0.479 1.394 -2.1 -0.7 0.5 0.685
N -0.011 -1.528 -1.308 -2.0 -2.2 -2.9 -0.468
N -1.489 0.982 2.146 1.1 -0.5 -1.8 -0.144
N 0.025 0.381 -0.197 -0.9 -2.8 -1.5 -0.457
N 2.074 -0.571 -0.904 1.8 -3.2 -4.0 -0.460
O 0.658 1.411 0.413 3.2 1.6 -0.5 -0.494
S -3.517 -0.185 0.712 0.1 0.0 -0.4 -0.136
H -1.015 -1.247 -1.588 2.6 -0.6 0.8 0.243
H 0.408 -2.235 -1.963 -0.6 1.2 1.1 0.234
H -0.653 1.038 1.583 1.6 0.5 0.2 0.415
H -1.585 1.498 2.969 -0.6 0.8 1.5 0.269
H 2.463 -1.106 -1.769 -0.9 1.3 2.3 0.233
H 2.758 0.018 -0.533 0.4 1.1 1.0 0.206
H 1.479 1.614 -0.138 -1.3 0.3 1.2 0.301
```
Positions in Å, forces in eV/Å.



The molecule C5H11NO, computed with ωB97M-V with the def2-TZVPD basis set.

Computed properties:
- highest occupied orbital energy (Ha) = -0.343
- net charge = 0
- SMILES = CCN(C)C(C)=O
- LUMO energy (eV) = 0.959
- energy relative to the best compared isomer or geometry (same formula, charge and spin) (kcal per mole) = 33.6

Structure (XYZ):
```
18
Properties=species:S:1:pos:R:3:forces:R:3:mulliken_charge:R:1
C 1.621 -1.426 0.918 0.8 0.6 -1.1 -1.067
C 0.314 -1.223 0.171 -0.5 -2.2 0.9 0.639
N -0.406 -0.115 0.588 -0.3 1.5 -1.1 0.021
C 0.109 1.144 0.019 1.5 1.1 1.2 -0.613
C 0.108 1.413 -1.479 -2.0 -1.0 -1.5 -1.037
C -1.869 -0.198 0.460 0.8 -0.7 1.5 -1.004
O -0.177 -2.071 -0.544 0.2 0.1 -0.1 -0.573
H 2.157 -0.507 0.706 0.4 0.3 0.7 0.289
H 2.279 -2.203 0.538 -0.5 -0.3 -0.4 0.350
H 1.532 -1.607 1.986 -0.5 0.4 0.0 0.260
H 1.174 1.229 0.276 -0.2 -0.2 0.3 0.238
H -0.348 1.940 0.616 -0.1 0.0 -0.4 0.503
H -0.088 0.489 -2.047 0.6 -0.2 0.3 0.309
H 0.973 1.869 -1.936 0.6 0.1 0.5 0.342
H -0.735 1.977 -1.893 -0.1 0.4 0.7 0.300
H -2.258 0.660 1.002 -0.2 0.6 -0.8 0.379
H -2.205 -0.402 -0.550 -0.4 0.3 0.0 0.308
H -2.180 -0.970 1.169 -0.1 -0.5 -0.6 0.355
```
Positions in Å, forces in eV/Å.



The molecule C5H11NO2, computed with ωB97M-V with the def2-TZVPD basis set.

Computed properties:
- highest occupied orbital energy (Ha) = -0.316
- net charge = 0
- SMILES = CCN[C@H](C)C(=O)O
- LUMO energy (eV) = 0.745
- energy relative to the best compared isomer or geometry (same formula, charge and spin) (kcal per mole) = 27.5

Structure (XYZ):
```
19
Properties=species:S:1:pos:R:3:forces:R:3:mulliken_charge:R:1
C 1.642 0.402 -1.730 0.5 2.0 -0.2 -1.099
C 0.195 0.840 -1.693 -1.1 -1.1 0.8 -0.372
N -0.341 0.849 -0.334 0.0 0.8 0.9 -0.323
C -1.657 -1.086 0.530 0.0 -1.4 0.7 -1.460
C -0.333 -0.310 0.502 0.6 -0.7 1.2 0.552
C -0.066 0.064 2.003 -1.6 0.5 0.4 0.242
O 0.994 -0.549 2.490 2.0 -1.1 -0.8 -0.454
O -0.829 0.694 2.699 0.4 0.2 -0.6 -0.584
H 2.247 1.167 -1.222 -0.1 -0.2 0.1 0.279
H 1.929 0.514 -2.778 0.3 -0.8 0.1 0.361
H 1.898 -0.536 -1.256 -0.2 -0.4 -0.4 0.337
H 0.043 1.842 -2.087 0.3 0.1 -0.1 0.385
H -0.379 0.160 -2.338 -0.1 0.0 -0.1 0.267
H -1.238 1.282 -0.164 0.1 0.5 -0.7 0.257
H -2.237 -0.986 -0.379 -0.1 0.2 -0.1 0.386
H -1.505 -2.160 0.711 0.4 0.0 -0.5 0.363
H -2.253 -0.884 1.424 -0.2 0.8 -0.4 0.356
H 0.518 -0.954 0.266 -0.3 0.0 -0.3 0.148
H 1.371 -0.349 3.357 -1.0 0.5 0.1 0.360
```
Positions in Å, forces in eV/Å.



A cluster of 3 separate species, C19H43ClN3 in total, computed with ωB97M-V with the def2-TZVPD basis set.

Computed properties:
- highest occupied orbital energy (Ha) = -0.366
- net charge = +1
- LUMO energy (eV) = -4.405

Structure (XYZ):
```
66
Properties=species:S:1:pos:R:3:forces:R:3:mulliken_charge:R:1
C -0.240 1.315 1.068 0.2 -0.2 -0.3 -0.701
C 0.542 2.399 0.330 -0.2 0.2 0.5 0.706
Cl 0.702 1.979 -1.399 0.1 -0.1 -0.2 -0.161
C 0.031 3.838 0.469 -0.5 -1.2 0.1 -1.422
C -1.472 4.104 0.368 0.5 1.7 -0.7 0.139
C -2.330 3.560 -0.787 -0.8 -0.2 1.3 -0.736
C -3.276 2.564 -0.059 0.7 -0.2 -1.1 -0.058
C -3.303 3.091 1.296 -0.5 -0.5 0.4 -0.501
N -2.330 3.864 1.549 0.6 0.1 -0.1 0.055
H -0.942 1.692 1.797 -0.2 0.2 0.2 0.302
H 0.441 0.659 1.589 0.2 -0.2 0.2 -0.040
H -0.741 0.690 0.342 -0.4 -0.2 -0.1 0.022
H 1.543 2.390 0.729 0.4 0.1 -0.1 0.337
H 0.457 4.403 -0.345 0.3 0.4 -0.1 0.455
H 0.405 4.240 1.406 0.0 0.2 0.2 0.367
H -1.492 5.186 0.245 0.0 0.2 0.2 0.388
H -2.973 4.379 -1.075 0.1 0.2 -0.7 0.372
H -1.743 3.172 -1.597 0.0 -0.2 -0.3 0.303
H -4.273 2.422 -0.455 -0.2 0.1 -0.3 0.564
H -2.802 1.583 -0.075 -0.1 -0.4 0.4 -0.093
H -4.069 2.848 2.011 -0.1 0.0 0.4 0.470
H -2.151 4.334 2.430 -0.2 -0.1 0.1 0.271
C -3.325 -3.384 -5.007 0.0 0.0 0.0 -1.437
C -3.374 -1.954 -4.492 0.0 -0.1 -0.1 -0.311
N -2.678 -1.777 -3.229 0.0 0.1 0.1 0.169
C -2.953 -0.508 -2.595 -0.2 0.1 0.1 -0.819
C -2.495 0.776 -3.302 0.1 0.1 0.1 -0.559
C -1.289 -2.208 -3.207 0.2 -0.2 0.0 -0.683
C -0.318 -1.570 -4.209 0.1 0.0 0.1 -0.876
H -3.698 -4.081 -4.257 0.0 0.0 0.0 0.336
H -3.949 -3.475 -5.896 0.0 0.0 0.0 0.439
H -2.315 -3.685 -5.288 0.0 0.0 0.0 0.302
H -4.423 -1.687 -4.334 0.0 0.1 0.1 0.430
H -2.999 -1.281 -5.279 0.0 0.0 0.0 0.266
H -2.524 -0.530 -1.586 0.1 -0.1 0.0 0.246
H -4.037 -0.444 -2.447 0.0 -0.1 -0.1 0.376
H -1.418 0.917 -3.225 0.0 0.0 -0.1 -0.028
H -2.969 1.643 -2.831 0.0 0.0 -0.1 0.227
H -2.770 0.794 -4.356 0.0 0.0 0.0 0.378
H -1.273 -3.289 -3.357 -0.1 0.0 0.0 0.363
H -0.905 -2.064 -2.193 -0.1 0.1 0.0 0.336
H -0.742 -1.510 -5.212 0.0 0.0 0.0 0.249
H 0.587 -2.175 -4.276 0.0 0.0 0.0 0.392
H -0.010 -0.569 -3.906 0.0 0.0 -0.1 0.165
C 5.349 -1.363 5.191 0.0 0.0 0.0 -1.425
C 4.587 -2.143 4.130 0.2 0.1 0.0 -0.341
N 3.195 -1.744 4.014 -0.2 -0.1 -0.1 0.110
C 2.394 -2.661 3.220 -0.1 -0.2 0.0 -0.698
C 2.723 -2.811 1.729 -0.1 0.0 0.0 -0.900
C 2.966 -0.335 3.775 0.1 0.2 0.1 -0.827
C 3.600 0.301 2.529 -0.2 0.1 -0.1 -0.846
H 4.845 -1.425 6.157 0.0 0.0 0.0 0.341
H 6.350 -1.778 5.304 0.0 0.0 0.0 0.432
H 5.463 -0.310 4.927 0.0 0.0 0.0 0.289
H 4.606 -3.199 4.408 -0.1 0.0 -0.1 0.465
H 5.130 -2.066 3.175 0.0 0.0 0.0 0.266
H 1.342 -2.378 3.326 0.0 0.1 0.0 0.341
H 2.474 -3.647 3.686 0.1 0.0 0.0 0.415
H 2.390 -1.951 1.147 0.1 0.0 0.0 0.145
H 2.209 -3.686 1.327 0.0 0.0 0.0 0.399
H 3.789 -2.952 1.555 0.0 0.0 0.0 0.271
H 3.315 0.218 4.651 0.1 0.0 0.0 0.404
H 1.884 -0.166 3.756 0.0 -0.1 0.0 0.320
H 4.639 0.003 2.392 0.0 0.0 0.0 0.349
H 3.589 1.391 2.627 0.0 0.0 0.0 0.330
H 3.051 0.054 1.619 0.1 -0.1 0.0 0.161
```
Positions in Å, forces in eV/Å.



A cluster of 3 separate species, C18H23BrN4O8S in total, computed with ωB97M-V with the def2-TZVPD basis set.

Computed properties:
- highest occupied orbital energy (Ha) = -0.350
- net charge = 0
- SMILES = CCN[C@H]1OS(=O)(=O)O[C@]1(Br)CC(N)(N)N.O=C1C=CC(=O)C=C1.O=C1C=CC(=O)C=C1
- LUMO energy (eV) = -1.739

Structure (XYZ):
```
55
Properties=species:S:1:pos:R:3:forces:R:3:mulliken_charge:R:1
C -3.611 -2.452 0.869 0.0 0.1 0.1 -1.385
C -2.560 -1.997 -0.145 0.0 -0.1 0.0 0.438
N -1.388 -2.896 -0.215 -0.1 0.2 0.1 -0.221
C -0.233 -2.419 0.465 0.0 -0.2 0.2 -0.439
O 0.645 -3.561 0.614 0.0 -0.1 -0.2 -0.448
S 2.053 -3.042 1.099 0.1 -0.2 0.4 1.225
O 2.032 -2.901 2.516 0.2 0.1 -0.2 -0.583
O 3.108 -3.740 0.457 -0.3 -0.1 0.1 -0.569
O 1.923 -1.587 0.453 0.0 0.2 0.0 -0.158
C 0.686 -1.379 -0.242 0.1 0.0 0.0 0.694
Br 0.994 -1.964 -2.082 -0.1 0.1 -0.1 -0.063
C 0.319 0.098 -0.031 -0.1 -0.1 0.0 -1.784
C -0.098 1.059 -1.185 0.0 -0.1 0.1 0.459
N -0.579 2.247 -0.473 -0.1 0.2 -0.2 -0.474
N -1.219 0.638 -2.005 0.1 0.0 0.0 -0.408
N 1.007 1.385 -2.075 0.1 -0.1 0.1 -0.492
H -3.136 -2.938 1.727 0.0 0.1 0.0 0.412
H -4.179 -1.602 1.248 0.0 0.0 -0.1 0.346
H -4.322 -3.151 0.428 0.1 -0.1 0.0 0.336
H -2.227 -0.993 0.107 0.1 0.0 0.0 -0.432
H -3.001 -1.936 -1.141 0.0 0.1 0.1 0.388
H -1.638 -3.782 0.209 0.1 -0.1 -0.2 0.292
H -0.413 -2.046 1.489 -0.1 0.2 -0.1 0.520
H -0.498 0.112 0.691 0.0 0.1 0.0 0.329
H 1.174 0.557 0.474 0.0 0.0 0.0 0.651
H 0.217 2.781 -0.137 0.0 -0.1 0.1 0.285
H -0.998 2.833 -1.194 0.1 0.0 0.0 0.356
H -2.081 0.619 -1.477 0.0 -0.1 0.0 -0.304
H -1.069 -0.268 -2.428 0.0 -0.1 0.0 0.392
H 1.908 1.161 -1.670 0.0 0.0 0.0 0.313
H 0.934 0.888 -2.951 -0.1 0.0 -0.1 0.307
C 7.696 -0.199 2.194 0.0 0.0 0.0 -0.425
C 6.836 0.777 1.917 0.0 0.0 0.0 -0.415
C 5.403 0.484 1.662 0.0 0.0 0.0 0.256
O 4.616 1.370 1.398 0.0 0.0 0.0 -0.551
C 4.969 -0.931 1.735 0.0 0.0 0.0 0.123
C 5.826 -1.911 2.008 0.0 0.0 0.0 -0.056
C 7.260 -1.620 2.261 0.0 0.0 0.0 0.197
O 8.050 -2.502 2.514 0.0 0.0 0.0 -0.539
H 8.746 -0.017 2.382 0.0 0.0 0.0 0.407
H 7.127 1.819 1.860 0.0 0.0 0.0 0.418
H 3.920 -1.099 1.548 0.0 0.0 0.0 0.120
H 5.525 -2.950 2.056 0.0 0.0 0.0 0.479
C -3.858 2.564 -0.696 0.0 -0.1 0.0 -0.176
C -4.002 3.885 -0.720 -0.1 0.0 0.0 -0.509
C -5.143 4.515 -1.434 0.0 0.0 0.0 0.285
O -5.285 5.717 -1.458 0.0 0.0 0.0 -0.541
C -6.106 3.612 -2.120 0.0 0.0 0.0 -0.434
C -5.954 2.291 -2.101 0.0 0.0 0.0 -0.426
C -4.814 1.667 -1.386 0.0 0.0 0.0 0.387
O -4.654 0.462 -1.366 0.0 0.0 0.0 -0.517
H -3.035 2.074 -0.191 0.0 0.1 0.1 0.648
H -3.310 4.559 -0.231 0.0 0.0 0.0 0.457
H -6.926 4.099 -2.633 0.0 0.0 0.0 0.402
H -6.637 1.613 -2.597 0.0 0.0 0.0 0.425
```
Positions in Å, forces in eV/Å.



Among the records above, which one has the lowest LUMO energy?
C2H7N4OS



Which value of highest occupied orbital energy does entry 3 give?
-0.343 Ha